Version w
# CH6NOS

A 2-piece molecular cluster, CH6NOS overall (ωB97M-V/def2-TZVPD, the Open Molecules 2025 dataset).

Each atom is followed by the atoms it is bonded to, with distances in Å.
Geometry (Å):
1 C -0.05082 1.34620 -0.36776  N2 1.304, O3 1.239, H5 1.117
2 N 1.01938 0.93089 -0.98715  C1 1.304, H7 1.018, H8 1.040
3 O -1.11893 0.71888 -0.35631  C1 1.239, H9 0.972
4 S -0.33246 -1.65994 1.29529  H6 1.335, H10 1.304
5 H -0.23069 2.38264 0.00832  C1 1.117
6 H -1.35004 -2.11752 2.02846  S4 1.335
7 H 1.85326 1.51489 -0.98585  N2 1.018
8 H 0.94732 -0.09207 -1.16102  N2 1.040
9 H -0.97117 -0.23830 -0.43285  O3 0.972
10 H 0.23416 -2.78567 0.95888  S4 1.304

Values from the calculation:
- Net charge: +1
- Lowest unoccupied orbital energy: -0.16140 hartree

Here are the Mulliken charges for atoms 1 to 5, given in e: atom 1 (C): 0.297, atom 2 (N): -0.259, atom 3 (O): -0.263, atom 4 (S): -0.391, atom 5 (H): 0.379

***

Version x
# CH6NOS

An isolated ion of composition CH6NOS and charge +1 (ωB97M-V/def2-TZVPD, the Open Molecules 2025 dataset).

Each atom is followed by the atoms it is bonded to, with distances in Å.
Geometry (Å):
1 N 0.50343 -0.21267 -1.01976  C2 1.479, H5 1.079, H6 0.988, H7 0.996
2 C -0.63315 -0.57101 -0.14415  N1 1.479, S3 1.819, H8 1.118, H9 1.160
3 S -0.92769 1.09159 0.53156  C2 1.819, O4 1.662
4 O 0.35424 1.14377 1.58873  S3 1.662, H10 0.999
5 H 0.41088 0.85378 -1.15137  N1 1.079
6 H 0.61791 -0.71679 -1.86226  N1 0.988
7 H 1.29556 -0.30579 -0.42342  N1 0.996
8 H -0.35459 -1.15600 0.76646  C2 1.118
9 H -1.50413 -0.94736 -0.81231  C2 1.160
10 H 0.23756 0.82049 2.52651  O4 0.999

Values from the calculation:
- Net charge: +1
- Lowest unoccupied orbital energy: -0.13720 hartree
- SMILES: [NH3+]CSO

Here are the Mulliken charges for atoms 1 to 5, given in e: atom 1 (N): -0.262, atom 2 (C): -0.389, atom 3 (S): 0.102, atom 4 (O): -0.461, atom 5 (H): 0.342

***

Most stable of them? version w.

***

Version w
# H3PS

One molecule with the formula H3PS (ωB97M-V/def2-TZVPD, the Open Molecules 2025 dataset).

Each atom is followed by the atoms it is bonded to, with distances in Å.
Geometry (Å):
1 P 0.10814 0.14010 -0.01065  S2 2.264, H3 1.348, H4 1.341, H5 1.312
2 S -2.15421 0.04353 -0.02311  P1 2.264
3 H 0.64055 0.35689 -1.22988  P1 1.348
4 H 0.88947 0.53708 1.00425  P1 1.341
5 H 0.51605 -1.07759 0.25938  P1 1.312

Values from the calculation:
- Net charge: 0
- Lowest unoccupied orbital energy: -0.00525 hartree
- SMILES: [PH3]=S

So, what does the Mulliken scheme give us? The charges, in e, come out as: atom 1 (P): 0.097, atom 2 (S): -0.387, atom 3 (H): 0.109, atom 4 (H): 0.105, atom 5 (H): 0.076

***

Version x
# H3PS

A 2-piece molecular cluster, H3PS overall (ωB97M-V/def2-TZVPD, the Open Molecules 2025 dataset).

Each atom is followed by the atoms it is bonded to, with distances in Å.
Geometry (Å):
1 P -2.05057 0.14872 -0.39143  H3 1.469, H4 1.379
2 S 2.50659 -0.70493 -0.46686  H5 1.384
3 H -1.46495 1.48161 -0.58478  P1 1.469
4 H -1.13605 -0.21519 0.57427  P1 1.379
5 H 2.14498 -0.71021 0.86880  S2 1.384

Values from the calculation:
- Net charge: 0
- Lowest unoccupied orbital energy (alpha / beta): -0.04544 / -0.09451 hartree

So, what does the Mulliken scheme give us? The charges, in e, come out as: atom 1 (P): -0.046, atom 2 (S): -0.168, atom 3 (H): 0.044, atom 4 (H): 0.010, atom 5 (H): 0.161

***

Most stable of them? version w.

***

Version w
# CH2N2S2

One molecule with the formula CH2N2S2 (ωB97M-V/def2-TZVPD, the Open Molecules 2025 dataset).

Each atom is followed by the atoms it is bonded to, with distances in Å.
Geometry (Å):
1 C -0.21811 -0.71510 -0.31220  N2 1.193, N3 1.307
2 N -0.64174 -0.27932 -1.33839  C1 1.193, S5 2.036
3 N 0.15664 -1.00915 0.90438  C1 1.307, H6 1.022, H7 1.037
4 S 0.34830 2.28161 -0.14597  S5 1.873
5 S -0.48789 1.71414 -1.72304  N2 2.036, S4 1.873
6 H 0.27279 -0.09995 1.35702  N3 1.022
7 H 0.57001 -1.89224 1.25819  N3 1.037

Values from the calculation:
- Net charge: 0
- Lowest unoccupied orbital energy (alpha / beta): -0.03938 / -0.04038 hartree

Here are the Mulliken charges for atoms 1 to 5, given in e: atom 1 (C): 0.574, atom 2 (N): -0.403, atom 3 (N): -0.374, atom 4 (S): -0.347, atom 5 (S): 0.087

***

Version x
# CH2N2S2

A 2-piece molecular cluster, CH2N2S2 overall (ωB97M-V/def2-TZVPD, the Open Molecules 2025 dataset).

Each atom is followed by the atoms it is bonded to, with distances in Å.
Geometry (Å):
1 S 0.82397 0.95272 -0.03363  N2 1.690
2 N -0.30584 1.85869 -0.90455  S1 1.690, S3 1.591, H4 0.950
3 S -1.82755 2.16399 -0.55389  N2 1.591
4 H -0.05711 2.08083 -1.79385  N2 0.950
5 C 0.44893 -2.23545 1.06530  N6 1.137, H7 1.053
6 N -0.57460 -2.72475 1.14439  C5 1.137
7 H 1.49220 -2.09603 1.07622  C5 1.053

Values from the calculation:
- Net charge: 0
- Lowest unoccupied orbital energy (alpha / beta): -0.08223 / -0.08233 hartree
- SMILES: S=[NH+][S-].C#N

Here are the Mulliken charges for atoms 1 to 5, given in e: atom 1 (S): -0.104, atom 2 (N): -0.177, atom 3 (S): -0.021, atom 4 (H): 0.306, atom 5 (C): 0.027

***

Version y
# CH2N2S2

One molecule with the formula CH2N2S2 (ωB97M-V/def2-TZVPD, the Open Molecules 2025 dataset).

Each atom is followed by the atoms it is bonded to, with distances in Å.
Geometry (Å):
1 N 0.46928 1.15337 2.00165  S2 1.416
2 S 0.74812 2.19623 1.08556  N1 1.416, S3 2.189
3 S 0.85118 1.07738 -0.79350  S2 2.189, C4 1.681
4 C -0.08016 -0.09345 -0.02753  S3 1.681, N5 1.323
5 N -0.53738 -1.18190 -0.62507  C4 1.323, H6 0.953, H7 1.053
6 H -1.12861 -1.64359 -0.03807  N5 0.953
7 H -0.32243 -1.50804 -1.60303  N5 1.053

Values from the calculation:
- Net charge: 0
- Lowest unoccupied orbital energy: -0.01947 hartree
- SMILES: N#S#S#CN

Here are the Mulliken charges for atoms 1 to 5, given in e: atom 1 (N): -0.136, atom 2 (S): 0.257, atom 3 (S): -0.244, atom 4 (C): -0.152, atom 5 (N): -0.223

***

Most stable of them? version w.

***

Version w
# CH4NOS

A 2-piece molecular cluster, CH4NOS overall (ωB97M-V/def2-TZVPD, the Open Molecules 2025 dataset).

Each atom is followed by the atoms it is bonded to, with distances in Å.
Geometry (Å):
1 S 0.53352 1.72426 1.88041  H2 1.343
2 H -0.33501 2.66247 1.46888  S1 1.343
3 C -0.11289 -0.64101 -1.17907  N4 1.333, O5 1.228, H6 1.105
4 N -0.11557 -0.90773 0.12723  C3 1.333, H7 1.008, H8 1.046
5 O -0.09390 -1.42894 -2.12108  C3 1.228
6 H -0.15706 0.43465 -1.42690  C3 1.105
7 H 0.31606 -1.75073 0.47244  N4 1.008
8 H -0.03515 -0.09296 0.77809  N4 1.046

Values from the calculation:
- Net charge: -1
- Lowest unoccupied orbital energy: 0.15535 hartree

Here are the Mulliken charges for atoms 1 to 5, given in e: atom 1 (S): -0.857, atom 2 (H): -0.023, atom 3 (C): 0.167, atom 4 (N): -0.229, atom 5 (O): -0.626

***

Version x
# CH4NOS

An isolated ion of composition CH4NOS and charge -1 (ωB97M-V/def2-TZVPD, the Open Molecules 2025 dataset).

Each atom is followed by the atoms it is bonded to, with distances in Å.
Geometry (Å):
1 C -0.29963 0.92238 -0.08156  N2 1.396, H5 1.090, H6 1.086, H7 1.023
2 N 0.32020 -0.22950 0.40701  C1 1.396, O3 1.568, S4 1.751
3 O 1.70916 -0.40008 -0.29979  N2 1.568
4 S -0.65440 -1.67233 0.22223  N2 1.751, H8 1.289
5 H -0.58190 0.92431 -1.13394  C1 1.090
6 H -1.14795 1.12648 0.56437  C1 1.086
7 H 0.30921 1.71863 -0.28585  C1 1.023
8 H 0.34531 -2.38989 0.60753  S4 1.289

Values from the calculation:
- Net charge: -1
- Lowest unoccupied orbital energy: 0.14242 hartree
- SMILES: CN([O-])S

Here are the Mulliken charges for atoms 1 to 5, given in e: atom 1 (C): -0.891, atom 2 (N): -0.114, atom 3 (O): -0.776, atom 4 (S): -0.279, atom 5 (H): 0.321

***

Most stable of them? version w.